Entry 1:
The following is a DFT calculation (wB97M-V/def2-TZVPD) of a molecular structure, C37H63N2O2PPd at a distorted geometry.

```
106
Properties=species:S:1:pos:R:3:forces:R:3
Pd 15.451 9.986 6.700 -0.1612 -0.0021 0.5870
P 14.908 7.869 6.405 -1.1499 0.4059 1.3760
O 11.475 9.891 6.167 -0.1448 2.2669 0.4960
O 17.288 10.033 5.556 0.1811 -0.2630 -0.1796
N 14.593 11.907 6.012 0.0814 1.9062 1.0369
N 15.032 10.991 8.788 -0.2051 -0.0988 0.2938
C 10.119 9.721 8.890 -0.7898 -0.3710 -1.6444
C 15.665 12.301 5.066 0.5250 1.6861 0.0594
C 19.145 13.739 5.985 -1.5190 0.4885 0.8977
C 19.889 10.011 6.796 1.0043 -1.5384 1.5460
C 11.629 13.524 5.982 -0.1448 0.3359 0.2875
C 17.853 11.175 5.803 -0.3146 1.0554 0.1906
C 14.559 12.883 7.194 1.5360 -1.8341 -0.5463
C 9.136 10.410 7.832 0.9510 0.1414 0.2674
C 9.950 11.517 7.082 -0.3700 -0.5191 0.8024
C 17.099 12.401 5.596 0.1294 -1.0285 0.4115
C 9.281 15.627 7.844 0.3423 -0.8753 0.2766
C 17.725 13.623 5.778 1.8712 0.2000 -1.1221
C 8.620 15.276 5.491 -0.1526 -0.8128 0.0260
C 13.827 6.990 7.667 1.2864 0.4544 0.8848
C 16.380 6.894 6.134 0.8040 -1.7976 0.2639
C 14.119 12.143 8.461 0.8613 -0.6724 -0.0725
C 14.391 9.977 9.668 0.4988 2.1527 0.6547
C 10.408 13.888 6.580 -0.4258 -0.9817 -0.9945
C 12.053 12.201 5.934 -0.2113 0.4046 -0.3757
C 19.876 15.123 5.843 0.1767 -0.6301 0.9352
C 13.312 11.876 5.215 1.3312 0.1297 -0.6155
C 10.896 16.312 5.954 -0.0468 -0.6106 -0.3610
C 19.183 11.293 6.347 -0.2332 0.0420 -0.5765
C 18.912 16.249 5.490 0.3671 0.4760 1.5605
C 19.796 12.562 6.389 0.2155 -0.2874 0.6784
C 21.238 10.288 7.521 -0.8373 1.3853 0.5340
C 9.843 15.292 6.451 0.1184 0.3093 -0.0379
C 11.194 11.117 6.398 -0.0668 -1.1196 -0.3014
C 19.094 9.284 7.959 -0.9625 1.7713 -1.5512
C 7.952 10.995 8.609 1.5994 -1.0851 1.2970
C 20.924 14.914 4.765 0.8155 -0.1225 -0.6997
C 20.669 15.576 7.125 -1.2884 1.1267 -0.1571
C 20.170 8.972 5.653 -0.7664 0.2051 1.3872
C 16.290 11.446 9.460 -0.3790 -0.3203 -1.4819
C 9.587 12.845 7.121 -0.2390 0.1354 0.5863
C 13.795 7.753 5.016 -0.2620 -0.5737 -1.6918
C 8.644 9.372 6.846 -0.0837 -2.6831 0.8028
H 17.176 14.517 5.510 -0.1262 0.0300 0.1261
H 7.237 11.495 8.027 -1.1581 0.4412 -0.9353
H 15.584 13.329 7.309 -0.8095 -0.7323 -0.0619
H 13.451 12.601 4.362 -0.3078 -0.4928 0.7223
H 14.349 10.471 10.687 -0.5018 -0.8284 -0.6227
H 10.422 17.256 6.098 -0.0270 1.0118 0.1740
H 21.016 10.891 8.459 0.3515 -0.7971 -0.8720
H 20.790 12.636 6.901 -0.8101 -0.0164 -0.9475
H 15.002 9.091 9.746 0.1786 -0.2025 -0.1351
H 13.418 9.757 9.263 -0.4214 -0.2249 0.0995
H 9.555 8.940 9.461 0.4799 0.9316 -0.1410
H 10.619 10.486 9.478 -0.1638 -0.1302 0.4416
H 20.487 14.500 3.847 0.0559 -0.0503 0.2432
H 18.854 10.094 8.676 -0.0234 -0.7300 -0.1014
H 9.432 8.838 6.285 -0.2519 0.8417 0.0490
H 8.638 13.144 7.649 1.2169 -0.6795 -0.8230
H 13.928 13.707 7.006 -0.9666 0.9765 -0.2382
H 16.595 12.374 8.970 0.2951 -0.1776 0.1876
H 20.013 15.770 8.014 0.2790 0.1944 -0.9351
H 13.084 11.790 8.375 0.2882 -0.0970 -0.0369
H 11.859 16.280 6.507 -0.6453 0.0362 -0.2603
H 16.166 11.591 10.523 -0.3364 0.2746 0.5029
H 7.512 10.207 9.253 -0.0251 0.3722 -0.6182
H 12.219 14.358 5.542 -0.2449 -1.0716 0.2497
H 8.171 8.489 7.401 0.2944 1.2704 -0.3419
H 12.911 8.378 5.098 0.5330 1.1102 0.1261
H 14.176 12.848 9.268 -0.2586 0.5847 0.7336
H 21.908 10.915 6.943 0.3168 -0.1441 -0.2745
H 19.266 8.811 5.097 -0.2819 0.2833 -0.6698
H 21.342 14.853 7.486 0.9744 -1.2241 0.1294
H 20.984 9.363 5.097 0.6088 0.1653 -1.0399
H 21.488 15.816 4.454 -0.3914 -0.1452 0.4230
H 15.653 11.586 4.255 -0.0806 -0.1726 -0.3044
H 7.955 14.422 5.749 0.2462 0.6695 0.0177
H 16.936 7.164 5.210 -0.3812 0.1227 0.7670
H 8.906 15.086 4.462 0.2870 0.0553 -0.2381
H 10.035 15.420 8.616 -0.0693 0.3093 -0.0942
H 21.725 9.355 7.792 0.0317 -0.0250 0.0008
H 20.434 7.960 6.010 0.1838 0.5288 0.3763
H 8.531 14.827 7.968 -0.1856 1.1394 0.5084
H 8.387 11.708 9.294 -0.0906 0.4566 0.4405
H 19.474 17.205 5.571 -0.3961 -0.4446 -0.3672
H 16.201 5.805 6.137 -0.1614 0.1708 -0.4159
H 8.882 16.635 7.983 -0.0848 -0.2140 -0.2684
H 10.873 9.197 8.285 -0.0876 0.1059 0.3820
H 17.063 10.679 9.326 -0.2430 0.2856 -0.0880
H 18.191 8.874 7.500 -0.1733 0.0847 0.4162
H 11.086 16.250 4.855 -0.0199 -0.2561 0.8385
H 17.018 7.009 7.042 -0.2484 0.3920 -0.7954
H 13.289 10.873 4.796 -0.2847 -0.0153 -0.0920
H 13.223 6.837 4.909 0.6391 -1.0476 0.0196
H 14.498 6.246 8.151 -0.5878 0.4094 0.0817
H 14.385 7.913 4.090 -0.6606 0.1922 0.3324
H 13.462 7.742 8.433 0.3771 -1.0894 -0.9555
H 18.141 16.286 6.290 0.2115 0.1204 -0.5991
H 21.285 16.479 6.869 -0.6901 -0.6012 0.3280
H 21.668 14.200 5.162 -0.2281 0.1480 -0.4121
H 15.355 13.318 4.684 0.5214 -0.7138 -0.0617
H 7.878 9.752 6.204 -0.3660 0.3396 -0.6175
H 13.001 6.455 7.212 -0.1333 0.0343 -0.1045
H 8.035 16.203 5.502 0.2479 -0.1153 0.2414
H 19.652 8.504 8.427 0.5888 -0.4836 0.2813
H 18.453 16.145 4.526 -0.2258 -0.0177 -0.5016
```
Positions in Å, forces in eV/Å.

HOMO energy (spin up / spin down) in eV: -6.19 / -6.34
Electronic energy in a.u.: -2176.7563
Frontier orbital gap (spin up / spin down) in Eh: 0.2403 / 0.1526
E_LUMO (spin up / spin down) in eV: 0.35 / -2.19
Spin multiplicity: 3
Strongest force on any atom in eV/A: 2.80

Atom charges from the Mulliken analysis, given in e for atoms 1 to 2: -0.098 1.410

=====

Entry 2:
The following is a DFT calculation (wB97M-V/def2-TZVPD) of a molecular structure, C7H12O2 at a distorted geometry.

```
21
Properties=species:S:1:pos:R:3:forces:R:3
O 1.819 -0.692 -0.587 -0.7327 1.6365 -0.9463
O 1.036 1.141 0.946 7.2157 -0.6102 -1.6505
C 1.239 -0.323 0.645 2.5958 -2.4178 0.5379
C -1.251 1.361 0.407 -0.8966 1.2514 -1.2975
C -0.195 -0.902 0.701 -0.4637 -1.9495 -0.1539
C 0.960 -1.307 -1.501 -1.1608 -0.7693 -2.7599
C -0.052 1.490 1.477 -7.2472 1.8527 6.7478
C -0.664 0.109 -0.283 1.2093 3.0757 -2.8225
C -0.623 -0.534 -1.725 2.5602 2.4831 1.5159
H -1.424 -1.225 -1.827 -0.4053 -0.9000 -0.8499
H 2.225 -0.551 1.150 -1.8771 0.0443 1.4768
H -0.384 -0.751 1.759 -1.3749 -0.8424 -0.3954
H 0.742 -2.337 -1.124 0.0884 0.7354 -0.5294
H -0.606 0.381 -2.457 -0.0848 -2.1998 0.9368
H -1.338 2.341 -0.368 0.2385 -2.7082 2.1309
H -0.135 2.579 2.378 0.7970 -2.7396 -3.4661
H 0.328 0.654 -0.481 -2.4515 -0.3747 -0.9484
H 1.623 -1.420 -2.449 -1.6196 0.3510 1.3476
H -2.255 1.141 0.875 1.0511 0.6796 -0.2189
H -0.739 -1.851 0.123 2.5844 1.3317 2.6872
H -0.304 0.698 2.343 -0.0266 2.0700 -1.3421
```
Positions in Å, forces in eV/Å.

HOMO energy in eV: -9.17
Electronic energy in a.u.: -424.0929
Frontier orbital gap in Eh: 0.3735
E_LUMO in eV: 0.99
Spin multiplicity: 1
Energy above the lowest of the compared OMol25 structures with the same formula, charge and spin in eV: 8.248
Strongest force on any atom in eV/A: 10.07

Atom charges from the Mulliken analysis, given in e for atoms 1 to 2: -0.322 -0.361

=====

Entry 3:
The following is a DFT calculation (wB97M-V/def2-TZVPD) of 2 unconnected molecules or ions with the total composition ClH6N3P at a distorted geometry.

```
11
Properties=species:S:1:pos:R:3:forces:R:3
Cl 2.604 -2.564 0.751 -0.0224 -0.1599 -0.0082
P -0.853 0.344 -0.565 1.3572 0.6407 0.1079
N -0.886 -0.185 -1.970 -0.4079 0.0112 1.3925
N 0.361 -0.135 0.424 -1.4521 -0.0460 -2.6540
N -1.397 1.694 0.191 5.4425 -2.8478 1.3294
H -1.575 -0.359 -2.682 -0.0167 0.2543 -0.0759
H 3.677 -2.004 1.171 0.0205 0.0675 -0.0005
H 0.788 -1.038 0.302 0.4455 -0.2390 -0.1572
H 0.266 0.162 1.341 0.0987 0.4056 2.1320
H -0.754 1.995 0.987 -1.7481 -0.1433 -1.4555
H -2.232 2.091 0.051 -3.7174 2.0568 -0.6106
```
Positions in Å, forces in eV/Å.

HOMO energy in eV: -15.27
Electronic energy in a.u.: -969.1505
Frontier orbital gap in Eh: 0.3706
Charge: +1
E_LUMO in eV: -5.18
Spin multiplicity: 1
Energy above the lowest of the compared OMol25 structures with the same formula, charge and spin in eV: 2.284
Strongest force on any atom in eV/A: 6.28

Atom charges from the Mulliken analysis, given in e for atoms 1 to 2: -0.297 0.805

=====

Entry 4:
The following is a DFT calculation (wB97M-V/def2-TZVPD) of 2 unconnected molecules or ions with the total composition C16H29B3Cl5N2O7P2 at a distorted geometry.

```
64
Properties=species:S:1:pos:R:3:forces:R:3
Cl -5.285 2.673 -6.543 0.0571 0.1285 0.0648
Cl -3.106 4.569 -6.348 -0.1226 -0.0284 0.0392
Cl -5.201 4.561 -4.351 -0.2492 0.2028 -0.2580
Cl -5.763 5.483 -7.035 0.1299 -0.1546 0.1356
Cl 2.214 -0.117 -3.216 -0.8131 0.5079 0.6488
P 1.455 1.247 -1.775 0.8380 1.1905 0.1510
P -2.005 -0.069 -2.017 -0.7453 -1.0693 -0.2669
O 2.179 -2.702 3.137 -0.3601 1.4913 -0.5467
O 3.015 1.384 1.860 -0.6400 -1.7559 -0.8466
O -3.169 -3.101 0.066 0.6797 1.2957 1.2063
O -2.006 -1.791 3.453 0.3985 0.7883 -1.4806
O 2.172 -0.397 3.877 -1.3167 -0.8377 -1.0330
O 0.362 2.241 -2.574 0.8029 -1.8277 0.2111
O -0.769 -0.455 4.776 -0.4127 -0.3760 -0.8553
N -0.486 -1.599 1.602 1.2041 1.2161 -2.3813
N -3.838 -0.697 0.485 1.7160 -0.7084 -0.9250
C -2.599 1.736 -1.888 0.5153 -0.1648 0.0655
C 0.799 -1.078 1.691 0.8536 1.8331 -1.1183
C 3.392 -2.997 2.403 1.0620 -1.1715 0.4394
C -1.038 -2.477 2.625 -1.1997 -1.3873 1.8971
C 4.115 0.114 -0.117 1.1442 0.1745 0.4783
C -1.279 -1.262 0.512 0.5438 0.7600 -1.4162
C 5.457 0.746 0.469 -0.0111 -0.3034 -0.6872
C -1.525 -0.532 3.841 0.6496 1.2448 1.1717
C -2.897 2.369 -3.289 -0.4755 0.5550 0.8010
C 1.376 -0.197 0.670 -2.2710 -0.5357 -1.1812
C -4.840 4.323 -6.071 -0.0745 0.0558 -0.1156
C -2.001 0.741 3.104 -1.1452 -0.2860 -0.0791
C 4.666 -2.790 3.295 -0.3603 0.1676 -0.1224
C -0.798 -0.416 -0.593 1.8509 0.7331 1.3365
C 0.573 0.145 -0.543 -1.7906 -2.6790 2.0355
C -1.133 -0.336 -3.676 -0.7792 0.0387 -0.0585
B -2.834 -1.761 0.342 -1.0519 0.3516 -0.2003
B 2.864 0.438 0.822 0.5699 1.1523 0.5270
B 1.768 -1.361 2.957 0.3010 -1.3051 1.4136
H -3.348 0.198 0.393 -0.5005 -0.1314 0.3887
H 4.664 -1.777 3.762 0.0989 -0.6717 -0.4346
H -0.306 -2.926 3.330 0.2987 0.6933 -0.9266
H -1.938 -0.777 -4.322 0.6212 0.4002 0.6270
H -2.932 0.528 2.533 0.6557 0.0673 0.3482
H 5.871 0.138 1.309 -0.3712 0.5630 -0.5287
H -0.830 0.606 -4.174 0.1886 -0.7235 0.3655
H 5.591 -2.925 2.683 -0.7412 0.1498 0.4549
H -1.246 1.164 2.403 -0.2254 -0.5222 0.6138
H 3.592 1.046 2.563 0.1750 0.5612 -0.1251
H -3.639 -3.422 0.855 -0.3347 -0.2141 -0.5992
H 3.419 -2.428 1.443 0.1003 -0.3021 0.6201
H -1.827 2.269 -1.289 -0.6384 0.0918 -0.6000
H 6.212 0.742 -0.354 -0.4405 -0.0727 0.7498
H 4.020 0.556 -1.144 -0.2630 -0.5549 0.8760
H 4.302 -0.983 -0.247 -0.3703 0.7404 -0.1209
H 3.354 -4.090 2.168 -0.1550 0.9652 -0.0925
H -2.263 1.534 3.848 0.4905 -0.7732 -0.4642
H 0.560 2.135 -3.524 -0.2979 0.2695 0.1645
H -1.599 -3.351 2.208 0.5812 1.0048 -0.1596
H -4.486 -0.725 -0.304 -0.3160 -0.2420 0.5550
H -3.629 1.737 -3.853 0.8243 0.4432 0.2657
H 1.938 -0.744 4.757 0.5994 0.1795 -0.0181
H -3.563 1.748 -1.315 0.8847 -0.2615 -0.3540
H 5.332 1.807 0.774 -0.0368 -0.7879 -0.0681
H -3.432 3.342 -3.097 0.7529 -1.0787 -0.2070
H 4.682 -3.539 4.125 -0.1062 0.5839 -0.7449
H -0.345 -1.113 -3.614 -0.3432 0.7414 0.0541
H -1.987 2.615 -3.874 -0.6287 -0.4151 0.3102
```
Positions in Å, forces in eV/Å.

HOMO energy in eV: -11.15
Electronic energy in a.u.: -4321.4022
Frontier orbital gap in Eh: 0.2327
Charge: +1
E_LUMO in eV: -4.82
Spin multiplicity: 1
Strongest force on any atom in eV/A: 3.81

Atom charges from the Mulliken analysis, given in e for atoms 1 to 2: -0.099 -0.104

=====

Entry 5:
The following is a DFT calculation (wB97M-V/def2-TZVPD) of a gas-phase ion, C4H11IN (charge +1) at a distorted geometry.

```
17
Properties=species:S:1:pos:R:3:forces:R:3
I -0.128 0.621 1.246 -0.3527 -0.1348 0.0197
N -1.443 -2.094 2.064 1.3094 -1.5416 -1.0011
C 1.555 0.216 -1.311 -0.9532 1.5572 -0.4336
C -0.084 2.266 -1.380 1.6653 -1.6889 0.2363
C -0.003 -1.496 1.730 0.5495 0.1017 0.5816
C 0.223 0.825 -1.036 -1.3139 -0.4417 -0.1276
H -1.067 2.530 -1.341 -3.0672 0.1176 0.1932
H 0.562 -1.478 2.701 -0.6468 0.2016 -0.8029
H -2.169 -1.370 2.172 0.0064 -0.7822 -0.2393
H 0.174 2.332 -2.421 0.7131 0.5931 -0.4465
H -0.554 0.177 -1.486 0.2298 0.1786 0.7241
H 1.484 -0.225 -2.252 -0.1674 -0.4756 -2.1480
H 1.602 -0.633 -0.738 0.9802 -1.9153 1.8704
H -1.408 -2.739 2.913 -0.0894 1.2289 -1.2580
H 2.396 0.866 -1.351 0.6756 0.4933 0.6635
H -1.505 -2.736 1.191 -0.8778 1.5061 1.9923
H 0.363 2.937 -0.700 1.3391 1.0020 0.1759
```
Positions in Å, forces in eV/Å.

HOMO energy in eV: -12.33
Electronic energy in a.u.: -511.0495
Frontier orbital gap in Eh: 0.3163
Charge: +1
E_LUMO in eV: -3.72
Spin multiplicity: 1
Energy above the lowest of the compared OMol25 structures with the same formula, charge and spin in eV: 3.857
Strongest force on any atom in eV/A: 3.08

Atom charges from the Mulliken analysis, given in e for atoms 1 to 2: 0.292 -0.427